Entry 1:
Density functional theory data (the ωB97M-V functional and the def2-TZVPD basis) for C13H11CoI2N2OS as an isolated structure.

Each line ends with the Mulliken spin population.
Element x y z (Å)
Co -1.263 0.111 0.821  2.720
I 2.967 -6.010 -0.222  0.001
C 1.514 -4.514 -0.144  0.013
C 0.171 -4.847 -0.247  -0.006
C -0.771 -3.837 -0.199  0.024
I -2.790 -4.341 -0.338  0.000
C -0.435 -2.476 -0.050  -0.008
O -1.399 -1.568 -0.017  0.079
C 0.945 -2.172 0.040  0.011
C 1.522 -0.775 0.212  -0.012
N 0.600 0.279 -0.201  0.076
C 1.053 1.647 -0.016  0.016
C -0.129 2.584 -0.134  -0.017
C 0.040 3.941 -0.360  -0.007
C -1.072 4.760 -0.397  0.007
C -2.330 4.203 -0.216  -0.004
C -2.417 2.844 -0.002  0.006
N -1.342 2.049 0.035  0.018
C 1.890 -3.193 -0.009  -0.005
H -0.139 -5.876 -0.362  0.000
H 2.454 -0.716 -0.360  -0.001
H 1.769 -0.595 1.260  0.003
H 0.326 0.133 -1.168  -0.009
H 1.834 1.952 -0.721  0.001
H 1.469 1.731 0.992  -0.001
H 1.036 4.340 -0.501  0.000
H -0.963 5.824 -0.563  0.000
H -3.226 4.807 -0.233  0.000
H -3.373 2.361 0.153  0.002
H 2.943 -2.939 0.057  -0.001
S -0.883 0.292 2.890  1.097

## Properties
- gap between HOMO and LUMO (alpha / beta) (eV) = 7.377 / 6.559
- ΔE to the lowest compared entry with this formula, charge and spin (kcal/mol) = 1.0
- 2S+1 = 5

***

Entry 2:
Density functional theory data (the ωB97M-V functional and the def2-TZVPD basis) for C13H11I2MnN3O3 as an isolated structure.

Each line ends with the Mulliken spin population.
Element x y z (Å)
Mn -0.366 -0.411 -0.617  4.152
C 3.857 -1.522 -2.305  0.002
C 2.472 -1.068 -2.005  0.002
N 2.127 -0.298 -1.041  0.039
O 3.146 0.061 -0.215  0.005
C 1.297 -1.439 -2.837  0.020
C 1.363 -1.769 -4.284  -0.020
N 0.227 -1.365 -2.148  -0.147
O -1.036 -1.086 -2.356  -0.164
H 4.413 -1.648 -1.378  0.000
H 4.382 -0.772 -2.901  0.000
H 3.850 -2.458 -2.859  0.000
H 2.705 0.406 0.574  0.002
H 1.960 -1.019 -4.806  0.001
H 0.365 -1.811 -4.713  0.001
H 1.850 -2.735 -4.426  0.004
I 1.478 -1.162 4.076  0.002
C -0.160 -0.074 3.421  0.023
C -0.976 0.615 4.344  -0.009
C -2.050 1.359 3.939  0.015
I -3.197 2.343 5.375  0.001
C -2.362 1.456 2.556  0.003
C -3.421 2.202 2.001  0.016
C -3.612 2.225 0.641  -0.006
C -2.753 1.502 -0.185  0.012
N -1.748 0.788 0.296  0.049
C -1.541 0.755 1.652  -0.024
C -0.433 -0.023 2.077  -0.066
O 0.282 -0.639 1.136  0.097
H -0.734 0.547 5.395  -0.001
H -4.080 2.757 2.655  0.001
H -4.417 2.792 0.200  -0.001
H -2.887 1.493 -1.260  -0.011

## Properties
- gap between HOMO and LUMO (alpha / beta) (eV) = 6.092 / 6.759
- net charge = +1
- 2S+1 = 5

***

Entry 3:
Density functional theory data (the ωB97M-V functional and the def2-TZVPD basis) for C13H12BF3N8O3S2Ti as an isolated structure at a distorted geometry.

Each line ends with the Mulliken spin population.
Element x y z (Å)
Ti 1.120 -0.400 -1.565  0.999
C -1.147 -3.426 0.845  0.000
C -0.247 -3.156 -0.195  -0.008
N 0.041 -1.864 -0.209  0.059
N -0.647 -1.282 0.795  -0.028
C -1.385 -2.203 1.440  0.001
B -0.588 0.265 0.844  -0.001
N -1.317 0.843 -0.376  -0.011
C -2.324 1.723 -0.491  0.009
C -2.620 1.864 -1.832  -0.004
C -1.710 1.026 -2.483  -0.006
N -0.934 0.418 -1.599  0.008
N 0.909 0.613 0.719  -0.020
C 1.879 0.330 1.619  0.006
C 3.024 0.985 1.235  0.011
C 2.672 1.648 0.051  -0.002
N 1.398 1.440 -0.258  0.009
N -1.229 0.783 2.140  0.001
C -2.535 0.685 2.494  0.000
C -2.669 1.191 3.763  0.000
C -1.359 1.568 4.116  0.000
N -0.507 1.345 3.131  0.000
H -1.552 -4.381 1.132  0.000
H 0.233 -3.820 -0.897  -0.001
H -1.996 -1.939 2.286  0.000
H -2.751 2.196 0.376  0.001
H -3.369 2.496 -2.275  0.000
H -1.553 0.862 -3.537  0.000
H 1.678 -0.300 2.468  0.001
H 3.986 0.958 1.715  0.000
H 3.290 2.214 -0.626  -0.001
H -3.265 0.270 1.818  0.000
H -3.569 1.272 4.347  0.000
H -1.009 2.013 5.034  0.000
S 2.925 -4.048 -1.564  0.001
F 2.770 1.226 -3.654  -0.001
C 1.461 1.040 -3.311  -0.005
F 0.992 2.329 -3.127  0.000
F 0.852 0.651 -4.482  0.001
S 2.849 -2.253 -2.368  0.009
O 3.827 -2.057 -3.401  0.002
O 1.427 -1.948 -2.842  -0.015
O 2.948 -1.180 -1.274  -0.014

## Properties
- gap between HOMO and LUMO (alpha / beta) (eV) = 7.442 / 7.444
- net charge = -1
- ΔE to the lowest compared entry with this formula, charge and spin (kcal/mol) = 7.4
- 2S+1 = 2

***

Entry 4:
Density functional theory data (the ωB97M-V functional and the def2-TZVPD basis) for one molecule with the formula C13H12F3N3O2S at a distorted geometry.

Each line ends with the Löwdin charge.
Element x y z (Å)
C -1.613 -3.623 -0.536  -0.086
C -1.955 -2.142 -0.444  -0.175
C -1.193 -1.454 0.698  -0.242
O -1.835 -0.302 1.207  -0.028
C -2.047 0.790 0.392  -0.258
C -1.402 1.027 -0.813  -0.018
C -1.674 2.188 -1.520  -0.070
C -2.577 3.115 -1.034  -0.093
C -3.214 2.880 0.174  -0.079
C -2.954 1.726 0.884  -0.005
C 0.269 -1.182 0.358  -0.437
O 0.913 -1.762 -0.485  0.008
N 0.834 -0.213 1.147  0.138
C 2.130 0.165 0.980  -0.546
N 2.713 1.089 1.677  0.019
N 3.968 1.279 1.332  0.027
C 4.363 0.512 0.375  -0.471
C 5.743 0.544 -0.189  -0.647
F 6.355 -0.648 -0.077  0.131
F 6.525 1.441 0.409  0.158
F 5.738 0.839 -1.501  0.131
S 3.143 -0.589 -0.228  1.196
H -1.865 -4.138 0.388  0.078
H -2.173 -4.080 -1.348  0.076
H -0.552 -3.754 -0.733  0.070
H -3.021 -2.014 -0.247  0.128
H -1.726 -1.658 -1.394  0.112
H -1.180 -2.136 1.562  0.173
H -0.687 0.326 -1.216  0.108
H -1.168 2.362 -2.457  0.108
H -2.781 4.016 -1.591  0.102
H -3.919 3.598 0.564  0.106
H -3.439 1.525 1.826  0.119
H 0.279 0.273 1.841  0.169

## Properties
- gap between HOMO and LUMO (eV) = 9.491
- structure (SMILES) = CC[C@H](Oc1ccccc1)C(=O)Nc1nnc(C(F)(F)F)s1

***

Entry 5:
Density functional theory data (the ωB97M-V functional and the def2-TZVPD basis) for one molecule with the formula C13H12N2.

Each line ends with the Löwdin charge.
Element x y z (Å)
C -0.516 -2.790 -0.345  -0.045
C -0.148 -1.425 0.166  -0.215
C -0.973 -0.350 0.019  -0.124
C -2.237 -0.403 -0.653  -0.032
C -3.092 0.642 -0.652  -0.072
C -2.755 1.874 0.004  -0.087
C -1.573 2.037 0.605  -0.035
C -0.538 0.963 0.631  -0.253
N 0.657 1.454 -0.046  0.096
C 1.833 0.789 0.079  -0.279
C 2.919 1.095 -0.673  -0.079
C 4.139 0.442 -0.511  -0.292
N 5.155 -0.081 -0.366  0.130
C 1.918 -0.337 1.002  -0.011
C 1.060 -1.367 0.947  -0.034
H -0.714 -2.762 -1.415  0.085
H -1.406 -3.170 0.157  0.090
H 0.301 -3.485 -0.171  0.077
H -2.507 -1.319 -1.155  0.105
H -4.048 0.576 -1.148  0.102
H -3.482 2.673 -0.005  0.103
H -1.290 2.966 1.074  0.110
H -0.215 0.779 1.670  0.160
H 0.517 2.009 -0.878  0.154
H 2.879 1.875 -1.420  0.105
H 2.822 -0.419 1.587  0.120
H 1.296 -2.269 1.499  0.122

## Properties
- gap between HOMO and LUMO (eV) = 7.383
- structure (SMILES) = CC1=C2C=CC=C[C@@H]2N/C(=C/C#N)C=C1
- ΔE to the lowest compared entry with this formula, charge and spin (kcal/mol) = 0.0

***

Entry 6:
Density functional theory data (the ωB97M-V functional and the def2-TZVPD basis) for one molecule with the formula C13H12N2O4S at a distorted geometry.

Each line ends with the Löwdin charge.
Element x y z (Å)
N -4.588 -2.593 0.739  0.080
C -3.551 -1.670 0.339  -0.589
N -2.278 -1.760 0.354  0.112
C -1.676 -0.789 -0.069  -0.399
C -0.252 -0.750 -0.024  -0.170
C 0.439 -1.950 -0.427  -0.036
C 1.670 -2.215 -0.337  -0.065
C 2.544 -1.217 -0.105  -0.271
C 1.838 0.122 0.330  -0.021
C 0.516 0.241 0.115  -0.041
O 2.734 1.285 0.529  -0.082
C 3.938 1.014 0.981  -0.220
C 4.552 0.150 -0.216  -0.044
O 3.752 -1.099 -0.101  0.021
C -2.469 0.126 -0.598  -0.422
C -2.172 1.485 -0.853  -0.208
C -2.015 2.730 -0.099  -0.666
O -2.282 2.623 1.099  0.048
O -1.570 3.820 -0.541  0.084
S -4.244 -0.159 -0.204  1.084
H -5.553 -2.153 0.826  0.113
H -4.334 -3.401 1.065  0.000
H -0.318 -2.867 -0.445  0.163
H 2.144 -3.097 -0.758  0.138
H 0.133 1.154 0.635  0.164
H 4.530 2.087 0.582  0.212
H 4.100 0.288 1.784  0.139
H 5.647 -0.032 -0.126  0.136
H 4.366 0.480 -1.142  0.082
H -1.211 1.623 -1.606  0.185
H -2.781 1.762 -1.886  0.175
H -1.610 4.762 0.159  0.300

## Properties
- gap between HOMO and LUMO (eV) = 7.626
- structure (SMILES) = Nc1nc(-c2ccc3c(c2)OCCO3)c(CC(=O)O)s1
- ΔE to the lowest compared entry with this formula, charge and spin (kcal/mol) = 238.7

***

Entry 7:
Density functional theory data (the ωB97M-V functional and the def2-TZVPD basis) for one molecule with the formula C13H12N6O3 at a distorted geometry.

Each line ends with the Löwdin charge.
Element x y z (Å)
C 3.244 0.705 -1.414  0.003
C 1.978 1.202 -0.800  -0.362
C 0.899 0.146 -0.531  -0.080
N -0.455 0.657 -1.109  0.028
C -0.844 1.958 -1.082  -0.026
C -2.105 2.351 -1.491  -0.019
C -3.039 1.400 -1.868  -0.008
C -2.648 0.053 -1.820  -0.010
C -1.356 -0.298 -1.457  -0.001
O 1.807 2.380 -0.492  0.077
H 3.633 -0.120 -0.802  0.073
H 3.097 0.339 -2.442  0.102
H 3.982 1.511 -1.440  0.097
H 1.147 -0.763 -1.099  0.157
H -0.117 2.688 -0.737  0.122
H -2.307 3.424 -1.508  0.129
H -4.032 1.678 -2.205  0.123
H -3.326 -0.750 -2.081  0.119
H -0.977 -1.325 -1.431  0.153
O 3.322 -1.209 0.952  -0.026
N 2.426 -2.045 1.252  -0.353
C 1.066 -1.645 1.290  -0.155
C 0.774 -0.204 0.948  -0.142
N -0.565 0.074 1.499  -0.020
N -1.160 1.307 1.422  0.033
N -2.400 1.133 1.823  -0.040
N -2.654 -0.149 2.144  0.049
C -1.468 -0.802 2.024  -0.317
C -1.071 -2.121 2.331  -0.051
C 0.201 -2.514 1.954  -0.023
O 2.710 -3.222 1.597  -0.016
H 1.451 0.433 1.539  0.165
H -1.783 -2.761 2.831  0.096
H 0.569 -3.512 2.205  0.122

## Properties
- gap between HOMO and LUMO (eV) = 5.718

***

Entry 8:
Density functional theory data (the ωB97M-V functional and the def2-TZVPD basis) for C13H13ClSi as an isolated structure at a distorted geometry.

Each line ends with the Löwdin charge.
Element x y z (Å)
C -0.141 0.221 4.176  -0.134
C 2.520 0.804 -3.167  -0.086
C -1.443 0.354 3.713  -0.067
C 0.813 -0.279 3.407  -0.134
C 1.239 0.955 -3.575  -0.083
C 2.947 -0.107 -2.134  -0.069
C -1.681 -0.098 2.392  -0.110
C 0.625 -0.696 2.094  -0.129
C 0.242 0.299 -2.811  -0.116
C 1.959 -0.651 -1.404  -0.126
C -0.627 -0.539 1.596  -0.137
C 0.578 -0.484 -1.717  -0.314
C -2.587 -0.796 -1.172  -0.703
Si -0.827 -1.341 -0.757  0.822
Cl -2.985 -1.327 -2.837  0.492
H 0.253 0.502 5.214  0.133
H 3.412 1.060 -3.676  0.087
H -2.239 0.373 4.371  0.076
H 1.809 -0.135 3.820  0.107
H 0.924 1.639 -4.392  0.118
H 3.951 -0.337 -2.022  0.083
H -2.587 0.211 1.977  0.068
H 1.354 -1.137 1.494  0.056
H -0.781 0.359 -3.155  0.063
H 2.179 -1.342 -0.586  0.092
H -3.270 -1.383 -0.567  0.022
H -2.929 0.176 -1.150  0.001
H -0.410 -2.752 -0.971  -0.012

## Properties
- gap between HOMO and LUMO (eV) = 9.581
- ΔE to the lowest compared entry with this formula, charge and spin (kcal/mol) = 45.3

***

| no. | E (hartree) |
| --- | --- |
| 1 | -3063.08126 |
| 2 | -2638.07209 |
| 3 | -3136.96215 |
| 4 | -1515.13136 |
| 5 | -612.01907 |
| 6 | -1310.90645 |
| 7 | -1056.64368 |
| 8 | -1252.74802 |